ORCA calculation (the ωB97M-V functional and the def2-TZVPD basis) on a molecular structure, C42H36NO9PReS at a distorted geometry.

```
91
Properties=species:S:1:pos:R:3:forces:R:3:lowdin_charge:R:1
Re -0.801003 -0.290257 0.355791 0.45 0.63 1.57 1.59
S 0.645497 2.301243 2.093091 1.72 0.84 0.80 1.08
P -0.743403 -2.380757 -0.930909 0.89 -0.63 -0.17 1.07
O -4.585903 -0.690157 2.734391 -0.18 -0.26 0.13 0.21
O -2.988103 -1.586657 1.528791 0.12 0.27 -0.39 0.05
O 2.430697 -1.737057 2.167791 -0.33 0.25 -0.42 0.13
O -0.203603 1.820343 0.932091 -1.16 -2.13 -1.80 -0.62
O -1.690703 0.476743 2.958791 -0.56 0.34 0.67 0.04
O -0.617103 0.893243 -1.822409 -0.22 -0.35 0.85 0.05
O -0.476203 -1.418157 3.015291 0.33 -0.78 0.43 -0.05
O -1.775203 2.358643 -3.025009 -0.38 0.03 -0.03 0.16
O 1.052597 -0.912557 0.657991 -1.84 2.10 -1.16 -0.24
N -2.725203 0.584843 -0.067309 -0.37 0.48 -0.28 0.04
C 1.532297 -3.241557 0.561691 0.16 0.22 0.25 -0.14
C 0.111097 -1.786457 -2.429709 -0.10 0.05 0.03 -0.36
C 2.355697 1.814143 1.620391 -0.29 -0.43 0.08 -0.24
C -4.995003 1.167743 0.488291 0.29 0.10 -0.15 0.06
C -1.076803 -0.425657 2.455991 0.47 0.35 -1.68 -0.63
C -2.145203 -3.967057 -2.763909 0.06 0.08 0.00 -0.11
C -3.777403 -0.681257 1.705191 0.31 0.35 -0.16 -0.45
C 4.576597 2.929043 2.020091 -0.33 -0.17 0.02 -0.05
C 2.541897 -4.162557 0.823891 -0.16 0.02 0.03 0.01
C 1.694097 -1.896057 1.223891 1.07 -1.75 0.81 -0.56
C -0.556203 -1.577057 4.452091 -0.08 0.03 0.44 0.03
C 5.275797 3.541843 4.235991 -0.13 -0.08 -0.06 -0.06
C 1.489697 -1.585157 -2.399809 -0.06 -0.09 0.07 -0.07
C 1.423897 -0.754057 -4.650609 0.05 0.03 0.03 -0.05
C 3.142197 2.495243 3.900891 0.00 -0.07 -0.36 -0.06
C 5.516497 3.485643 2.869291 0.03 -0.04 0.22 -0.06
C -2.807303 1.455343 -1.100509 -0.44 0.29 0.03 -0.13
C -3.222403 -4.733657 -3.170809 0.01 -0.02 -0.07 -0.05
C 2.138297 -1.060557 -3.503809 0.04 0.06 -0.03 -0.04
C 1.035097 4.349643 0.295591 -0.02 -0.07 -0.21 -0.28
C -3.935003 2.223443 -1.360909 0.20 -0.19 0.12 0.07
C 0.053497 -0.953557 -4.686409 -0.13 0.06 0.00 -0.06
C 1.441097 -5.791357 -0.537509 -0.03 0.03 -0.03 -0.03
C -0.028603 4.299543 -0.600909 0.10 0.16 -0.02 -0.05
C -3.829603 0.439443 0.701491 -0.15 -0.01 -0.07 -0.12
C -0.607203 -1.439257 -3.572309 0.02 -0.01 0.11 -0.12
C -4.279303 -4.412557 -1.041509 -0.06 -0.03 -0.07 -0.05
C -2.150603 -3.381757 -1.494209 -0.07 0.30 0.09 -0.35
C 1.488597 4.625743 -2.432809 0.06 0.02 -0.02 -0.06
C 2.506897 -5.426457 0.264691 -0.03 -0.01 0.00 -0.03
C -1.624903 1.550443 -2.000209 0.66 -0.16 -0.19 -0.45
C 0.480297 -3.584457 -0.293909 -0.19 0.01 0.11 -0.26
C -4.306403 -4.929657 -2.327609 0.06 0.06 0.04 -0.04
C 0.199697 4.450043 -1.957209 -0.05 0.04 -0.07 -0.08
C 2.547597 4.694843 -1.542209 0.05 0.00 -0.06 -0.05
C 0.436997 -4.878857 -0.812109 -0.08 0.19 -0.06 -0.05
C 3.375997 2.424843 2.525791 0.26 0.39 0.35 -0.29
C -3.206503 -3.643557 -0.623909 0.11 0.11 0.04 -0.08
C -5.047203 2.089943 -0.548209 0.19 -0.25 0.09 0.03
C 2.323997 4.557543 -0.184409 -0.13 0.15 0.06 -0.03
C 4.079997 3.051743 4.748891 0.27 0.14 0.00 -0.06
C 0.788097 4.117843 1.740591 -0.22 -0.37 0.06 -0.21
H 2.063997 -1.835657 -1.518309 0.00 -0.02 -0.07 0.10
H 6.441597 3.868743 2.463591 0.06 -0.01 0.00 0.11
H -0.908703 -0.656557 4.917891 0.09 -0.09 -0.09 0.10
H -5.165803 -5.481857 -2.676709 -0.02 -0.13 0.03 0.12
H -1.247603 -2.391357 4.667991 0.06 0.06 -0.09 0.11
H -1.036003 4.184143 -0.224309 -0.09 -0.02 0.03 0.12
H 3.883797 3.104043 5.809191 0.01 -0.03 0.08 0.11
H -0.632803 4.457443 -2.645709 -0.03 0.12 0.00 0.10
H 3.300697 -6.129257 0.454391 0.13 -0.07 0.07 0.12
H 1.588397 4.482743 2.381391 -0.01 -0.06 0.11 0.11
H 1.392397 -6.780757 -0.967509 -0.01 -0.06 -0.01 0.12
H 2.487597 2.088643 0.572791 -0.08 0.04 0.02 0.10
H 3.545997 4.877643 -1.904009 0.15 0.00 -0.06 0.11
H -5.940403 2.659143 -0.743909 -0.13 0.09 0.03 0.14
H 0.444597 -1.833857 4.791091 -0.06 0.03 -0.07 0.11
H -0.375603 -5.174557 -1.457109 -0.05 -0.06 0.00 0.10
H -3.918903 2.903743 -2.198009 -0.04 0.02 -0.04 0.14
H -0.505903 -0.732657 -5.582109 -0.05 0.05 -0.11 0.11
H 1.667497 4.738343 -3.491409 0.01 0.06 -0.09 0.11
H 3.204597 -0.892457 -3.468309 0.07 -0.03 -0.01 0.12
H 1.933097 -0.355057 -5.513509 0.07 0.00 -0.12 0.12
H -0.970803 2.387443 -3.575209 -0.02 -0.17 0.23 0.16
H 4.795697 2.860443 0.963891 -0.07 0.02 -0.14 0.12
H -3.209503 -5.177057 -4.155409 -0.04 -0.02 -0.07 0.12
H -5.871303 1.007743 1.100991 0.02 -0.07 0.03 0.14
H 2.373397 0.721143 1.702891 -0.14 0.17 0.00 0.08
H -3.178803 -3.240457 0.375291 -0.09 -0.15 -0.03 0.08
H 2.221197 2.097543 4.301091 -0.10 -0.06 0.16 0.10
H 3.142997 4.649343 0.514291 0.08 -0.04 0.04 0.11
H -1.309403 -3.830057 -3.436909 -0.03 -0.03 0.04 0.11
H -1.680703 -1.563257 -3.590209 -0.08 0.01 -0.09 0.11
H -5.131403 0.097043 2.873391 0.20 0.05 -0.15 0.14
H 6.022597 3.948143 4.899491 0.04 0.11 0.06 0.11
H -0.164303 4.535443 2.059991 -0.03 -0.01 0.14 0.11
H 3.351697 -3.857857 1.465791 0.09 0.01 0.11 0.13
H -5.096503 -4.607157 -0.364409 -0.08 0.00 0.07 0.11
```
Positions in Å, forces in eV/Å.

Its multiplicity is 2. The molar mass comes out at 948.0 g/mol. The HOMO-LUMO gap (spin up / spin down) is 0.202 / 0.213 Ha. For the lowest unoccupied orbital energy (spin up / spin down), the calculation gives -7.78 / -7.48 eV. Its expectation value of S² is 0.758. As for the charge: +2. The energy above the lowest of the compared OMol25 structures with the same formula, charge and spin comes out at 46.2 kcal/mol.

---

ORCA calculation (the ωB97M-V functional and the def2-TZVPD basis) on a molecular structure, C42H36NO9PReS at a distorted geometry.

```
91
Properties=species:S:1:pos:R:3:forces:R:3:lowdin_charge:R:1
Re 0.020331 -0.239251 -0.398331 -1.24 0.85 -0.61 1.56
S -1.679448 -2.240464 1.574530 0.30 0.19 -0.28 1.09
P 1.396594 0.438609 -2.253154 0.45 -0.36 0.12 1.03
O 2.298952 0.722703 3.069432 0.13 0.04 0.01 0.21
O -0.758380 -0.980944 1.454735 -0.15 -0.35 -0.02 -0.60
O -1.134508 1.588791 -1.591596 0.67 -0.08 -0.64 -0.01
O 0.637496 -1.957310 -0.678825 0.39 -0.04 0.19 -0.25
O 2.076803 -3.573153 -0.254077 0.10 -0.32 0.35 0.17
O 1.805357 0.051817 1.051618 -0.17 0.04 -0.27 0.02
O -1.985197 -1.772409 -1.931049 -0.20 0.29 0.18 -0.10
O -2.812471 -0.050478 -0.725365 -0.12 -0.47 0.03 0.01
O -3.054311 2.655115 -1.012222 0.66 0.11 -0.34 0.21
N -0.301851 1.563156 0.781925 0.57 -0.20 0.60 0.06
C 2.520268 -0.919856 -2.718579 0.12 0.21 -0.13 -0.26
C 1.318005 -2.534378 3.427336 0.12 0.04 -0.01 -0.04
C 3.678730 -3.022656 -2.447239 0.01 -0.05 0.02 0.01
C 1.559626 0.787838 1.992323 0.17 -0.24 0.00 -0.43
C -4.799683 -1.033233 1.875179 -0.08 -0.04 -0.02 -0.04
C -0.831782 0.581227 -5.604119 -0.03 0.03 -0.05 -0.05
C -0.388023 1.732439 -6.248077 0.02 0.01 -0.01 -0.05
C -0.625755 -3.568368 2.227225 0.13 0.12 0.08 -0.24
C -0.842822 3.677877 2.491494 0.02 0.01 0.03 0.03
C 0.206170 2.800130 2.746575 -0.09 0.28 0.21 0.06
C 4.480395 2.388876 -0.404422 -0.05 -0.02 0.00 -0.05
C 1.983079 -2.180269 4.595778 -0.02 -0.01 -0.13 -0.07
C 4.514187 -2.715573 -3.506168 0.05 0.00 -0.01 -0.02
C 3.966423 3.667997 -0.236447 0.01 -0.01 0.00 -0.06
C -1.869293 -0.690605 -1.155093 0.08 -0.79 0.00 -0.58
C 2.707270 3.983701 -0.739211 0.00 -0.03 0.02 -0.06
C -3.329111 -2.250952 -2.214919 0.18 0.05 -0.03 0.00
C 0.699645 1.016893 -3.803512 -0.10 -0.03 0.03 -0.37
C -0.290678 0.223000 -4.382714 -0.05 -0.05 0.05 -0.08
C 0.602182 2.517720 -5.675173 0.00 0.00 0.03 -0.05
C -5.665675 -0.032408 1.457321 0.03 -0.03 0.00 -0.05
C 3.737315 1.416247 -1.065894 0.06 0.06 -0.02 -0.07
C 0.255841 -3.224813 5.898089 -0.08 -0.04 -0.02 -0.06
C 0.437504 1.758125 1.879843 0.18 -0.19 0.05 -0.15
C 1.151874 2.162730 -4.447645 -0.01 0.03 -0.15 -0.08
C 1.449523 -2.518910 5.830941 -0.02 0.00 0.05 -0.07
C -2.668292 -1.787981 2.990779 -0.13 0.14 -0.01 -0.26
C -5.365396 1.299243 1.716186 -0.02 -0.01 0.00 -0.06
C 3.365576 -0.628418 -3.791914 -0.05 -0.11 0.07 -0.06
C 0.114359 -3.229185 3.488697 -0.12 0.10 -0.09 -0.28
C 4.351242 -1.517777 -4.188006 0.03 -0.03 -0.04 -0.03
C -3.630942 -0.712108 2.555805 0.06 0.00 0.11 -0.29
C -1.608025 3.476686 1.357475 -0.09 0.09 0.10 0.05
C -4.198045 1.625857 2.392087 0.05 -0.09 0.03 -0.08
C -3.330586 0.621252 2.807145 -0.03 0.13 -0.01 -0.05
C 1.963313 3.017119 -1.400666 0.00 0.01 0.05 -0.11
C -1.288456 2.412137 0.538037 -0.27 0.13 -0.22 -0.14
C -1.853957 2.171211 -0.805506 -0.82 0.31 0.69 -0.47
C -0.408082 -3.577101 4.729791 -0.08 -0.07 0.15 -0.05
C 2.675226 -2.141382 -2.046892 -0.06 0.20 -0.08 -0.13
C 1.836216 -2.622663 -0.921047 -0.31 0.36 -0.14 -0.45
C 2.478354 1.727883 -1.573032 -0.05 0.09 -0.03 -0.35
H 3.784710 -3.954401 -1.909081 0.01 -0.01 -0.03 0.13
H -1.039159 4.511206 3.155826 0.02 -0.07 -0.04 0.14
H -3.160618 -2.702614 3.329464 -0.03 0.06 0.02 0.12
H 1.752821 -2.302528 2.460857 -0.02 0.01 0.03 0.11
H 0.840339 2.965616 3.608055 -0.01 0.00 -0.01 0.14
H 0.987585 3.268223 -1.804536 0.04 0.00 0.03 0.10
H -6.053352 2.078593 1.411121 0.04 -0.04 0.00 0.11
H -2.429772 4.127561 1.086954 0.07 -0.02 0.02 0.15
H 2.928907 -1.654387 4.537689 -0.04 -0.05 -0.01 0.11
H -1.329359 -4.151432 4.787181 0.07 0.07 0.01 0.12
H -5.043111 -2.074503 1.682330 0.00 0.08 0.01 0.12
H 1.999910 1.291479 3.790088 -0.03 0.02 0.03 0.14
H -1.599988 -0.032639 -6.059120 0.06 0.02 0.02 0.12
H 3.253339 0.306899 -4.325763 0.00 0.01 0.01 0.11
H -4.066688 -1.647129 -1.698102 -0.01 0.02 0.03 0.09
H 5.292485 -3.409837 -3.797776 -0.06 0.02 0.00 0.12
H 1.972349 -2.252284 6.741456 -0.02 -0.02 -0.04 0.11
H 2.313994 4.987758 -0.627036 0.02 -0.06 -0.02 0.11
H 4.145657 0.418850 -1.185838 -0.01 0.07 0.00 0.11
H -0.633708 -0.674980 -3.875585 0.01 0.06 -0.04 0.10
H -0.812333 2.012604 -7.204445 0.02 -0.01 0.04 0.12
H 0.953759 3.406907 -6.183833 -0.01 -0.04 0.02 0.12
H 0.043953 -3.782612 1.391286 0.01 -0.05 0.02 0.09
H 4.990750 -1.273286 -5.028606 -0.04 -0.02 0.08 0.12
H -0.155365 -3.509787 6.859438 0.03 0.01 -0.07 0.12
H -3.371838 -3.283805 -1.886350 0.00 -0.06 0.01 0.10
H 1.936331 2.771430 -4.015747 -0.03 -0.02 -0.01 0.11
H -3.348055 2.425162 -1.910822 -0.07 -0.01 0.03 0.17
H -3.975509 2.664149 2.616085 -0.06 -0.10 0.03 0.10
H -6.581878 -0.291108 0.939339 0.06 0.01 0.05 0.12
H -3.474606 -2.195982 -3.288799 -0.02 -0.01 -0.06 0.10
H -1.319826 -4.406326 2.346577 0.06 0.02 -0.01 0.11
H 4.551365 4.424554 0.275066 -0.04 -0.06 -0.06 0.12
H 5.465514 2.144999 -0.024998 -0.06 0.01 -0.02 0.12
H -1.960913 -1.439418 3.744353 -0.06 -0.07 0.09 0.11
H -2.424758 0.869354 3.353795 -0.04 -0.01 -0.01 0.11
```
Positions in Å, forces in eV/Å.

Its multiplicity is 2. The molar mass comes out at 948.0 g/mol. The HOMO-LUMO gap (spin up / spin down) is 0.266 / 0.249 Ha. For the lowest unoccupied orbital energy (spin up / spin down), the calculation gives -6.46 / -6.93 eV. Its expectation value of S² is 0.755. As for the charge: +2. The energy above the lowest of the compared OMol25 structures with the same formula, charge and spin comes out at 0.0 kcal/mol.

---

Number 1: total energy -86296.3517 eV. Number 2: total energy -86298.3547 eV.